[1]
This record from the OMol25 dataset describes a single C6H8 molecule. The level of theory is the ωB97M-V functional and the def2-TZVPD basis.

Computed properties:
Kohn-Sham gap	11.0	eV
electronic energy	-233.32626	Ha
spin multiplicity	1

Element x y z (Å)
C1 2.911 -0.433 -0.258
C2 1.777 -0.226 0.096
C3 0.401 0.039 0.497
C4 -0.415 1.096 -0.291
C5 -1.664 0.217 -0.071
C6 -0.718 -0.981 0.158
H1 3.918 -0.621 -0.559
H2 0.363 0.268 1.569
H3 -0.418 2.123 0.082
H4 -0.103 1.095 -1.341
H5 -2.184 0.489 0.853
H6 -2.392 0.153 -0.884
H7 -0.503 -1.503 -0.779
H8 -0.972 -1.715 0.928

[2]
This record from the OMol25 dataset describes a 2-piece molecular cluster, C5H10NO3 overall at a distorted geometry. The level of theory is the ωB97M-V functional and the def2-TZVPD basis.

Computed properties:
Kohn-Sham gap	7.7	eV
net charge	-1
electronic energy	-477.07609	Ha
spin multiplicity	1

Element x y z (Å)
C1 1.696 -1.014 -0.463
C2 0.621 -2.043 -0.800
C3 1.352 0.447 -0.596
O1 1.934 1.280 0.078
N1 0.559 0.840 -1.636
H1 2.077 -1.160 0.549
H2 2.571 -1.188 -1.099
H3 1.079 -2.984 -1.085
H4 0.050 1.656 -1.323
H5 0.088 0.092 -2.123
H6 -0.031 -1.731 -1.615
H7 -0.051 -2.247 0.026
C4 -1.274 1.509 1.804
C5 -2.252 0.672 0.944
O2 -1.787 -0.415 0.493
O3 -3.413 1.103 0.812
H8 -1.450 1.219 2.838
H9 -1.549 2.556 1.657
H10 -0.222 1.408 1.541

[3]
This record from the OMol25 dataset describes an isolated ion of composition C4H13N2 and charge +1 at a distorted geometry. The level of theory is the ωB97M-V functional and the def2-TZVPD basis.

Computed properties:
Kohn-Sham gap (spin up / spin down)	8.1 / 9.2	eV
net charge	+1
electronic energy	-269.21034	Ha
spin multiplicity	3

Element x y z (Å)
C1 -1.305 0.081 1.839
C2 -0.766 -0.681 -1.166
C3 1.553 -0.729 -0.603
C4 0.349 1.388 -0.538
N1 0.085 -0.352 1.264
N2 0.352 0.009 -0.387
H1 -1.157 -0.372 2.860
H2 -1.540 1.095 1.754
H3 -2.053 -0.521 1.266
H4 -0.526 -1.701 -1.001
H5 -1.841 -0.312 -0.944
H6 -0.568 -0.484 -2.212
H7 1.539 -1.527 0.123
H8 1.611 -1.086 -1.694
H9 2.443 -0.174 -0.451
H10 1.278 1.932 -0.450
H11 0.097 1.552 -1.509
H12 -0.437 1.813 0.122
H13 0.885 0.070 1.725

[4]
This record from the OMol25 dataset describes C12H17FeN3S2 as an isolated structure at a distorted geometry. The level of theory is the ωB97M-V functional and the def2-TZVPD basis.

Computed properties:
Kohn-Sham gap (spin up / spin down)	5.8 / 7.1	eV
electronic energy	-2691.76406	Ha
spin multiplicity	5

Element x y z (Å)
Fe1 0.493 0.057 -0.710
C1 3.921 4.188 0.512
S1 3.994 3.072 -0.914
C2 2.452 2.284 -0.798
S2 2.133 1.000 -1.932
N1 1.589 2.686 0.093
N2 0.506 1.896 0.182
C3 -0.595 2.404 0.630
C4 -1.748 1.552 0.643
C5 -2.973 1.980 1.170
C6 -4.060 1.137 1.140
C7 -3.903 -0.139 0.601
C8 -2.667 -0.493 0.101
N3 -1.611 0.320 0.090
H1 4.862 4.733 0.512
H2 3.816 3.608 1.425
H3 3.080 4.865 0.404
H4 -0.640 3.441 0.945
H5 -3.036 2.972 1.595
H6 -5.019 1.455 1.525
H7 -4.723 -0.841 0.567
H8 -2.505 -1.478 -0.322
C9 0.929 -4.222 0.052
C10 0.302 -2.855 -0.254
C11 -0.562 -2.968 -1.517
C12 1.363 -1.767 -0.429
H9 0.163 -4.983 0.232
H10 1.571 -4.166 0.931
H11 1.539 -4.543 -0.796
H12 -0.346 -2.590 0.592
H13 0.027 -3.388 -2.334
H14 -0.912 -1.980 -1.839
H15 -1.432 -3.610 -1.358
H16 2.056 -2.028 -1.231
H17 1.940 -1.599 0.490